[1]
One molecule with the formula C4H7NS2 in a non-equilibrium geometry. Source: the Open Molecules 2025 dataset; level of theory: wB97M-V/def2-TZVPD.

Largest force on an atom ... 4.35 eV/A
Relative energy (zero: lowest compared OMol25 entry of this formula, charge and spin) ... 63.27 kcal/mol
Kohn-Sham gap (alpha / beta) ... 4.86 / 6.28 eV
Multiplicity ... 3
E_tot ... -27415.3943 eV
E_HOMO (alpha / beta) ... -4.16 / -9.31 eV

Each line ends with the Mulliken spin population.
Atoms and positions in Å:
C: 1.64996 -0.44438 0.77450  0.017
C: -1.75208 0.95647 -0.34226  0.100
C: -1.57850 0.32018 -1.64724  0.011
C: -0.65795 -0.04182 -0.57503  0.132
N: 0.98999 -1.26130 1.40796  0.152
S: 3.39681 0.05660 0.97943  0.125
S: 1.08781 0.47857 -0.61829  1.430
H: -1.34708 2.04605 -0.28133  -0.007
H: -2.54622 0.78113 0.39254  0.013
H: -2.35755 -0.37713 -2.03198  0.012
H: -1.11012 0.94311 -2.42381  0.010
H: -0.60361 -1.01248 -0.11777  -0.049
H: 1.26240 -1.82798 2.28450  -0.003
H: 3.56614 -0.61702 2.19877  0.057

---

[2]
One molecule with the formula C5H3NO2 in a non-equilibrium geometry. Source: the Open Molecules 2025 dataset; level of theory: wB97M-V/def2-TZVPD.

Largest force on an atom ... 6.24 eV/A
Structure (SMILES) ... C#Cc1oncc1O
Relative energy (zero: lowest compared OMol25 entry of this formula, charge and spin) ... 71.62 kcal/mol
Kohn-Sham gap ... 9.23 eV
E_tot ... -10814.3086 eV
E_HOMO ... -8.82 eV

Each line ends with the natural charge from an NBO analysis.
Atoms and positions in Å:
C: -1.72647 -1.02399 -1.96748  -0.162
C: -1.00375 -0.22139 -1.36371  -0.069
C: -0.10681 0.35640 -0.53826  0.115
O: 0.88231 1.14894 -1.00270  -0.227
N: 1.73563 1.42402 -0.02933  -0.080
C: 1.33599 0.74654 1.01671  -0.124
C: 0.18950 -0.02914 0.75271  0.223
O: -0.56483 -0.91950 1.46166  -0.635
H: -2.46993 -1.47843 -2.60770  0.244
H: 1.90595 0.97406 1.90503  0.223
H: -0.17758 -0.97750 2.37307  0.490

---

- Number 1 is which compound?
  C4H7NS2

---

- Look up the E_tot of the first one.
  -27415.3943 eV

---

- What is the formula in the second record?
  C5H3NO2

---

- The lowest E_tot belongs to which entry?
  C4H7NS2